[1]
Below is an isolated ion of composition C8H4O5 and charge -2, with properties calculated with ωB97M-V/def2-TZVPD.

Structure (XYZ):
```
17
Properties=species:S:1:pos:R:3:forces:R:3
C -2.157 2.031 -0.686 1.9 -5.4 0.4
C -1.071 -0.189 0.462 0.3 -1.5 0.0
C -1.547 0.749 -0.414 -2.7 5.7 -3.6
C -1.720 1.266 -1.816 -0.3 0.2 2.4
C 2.860 -0.136 -0.368 0.0 1.1 0.1
C 0.408 0.442 0.927 0.4 -0.1 -0.6
C -0.688 -1.480 -0.266 0.0 0.1 1.9
C 1.325 -0.371 0.069 -0.1 -0.6 -0.2
O 3.060 0.688 -1.296 -0.8 -0.6 0.1
O 0.397 1.517 1.562 0.0 0.4 0.0
O 3.736 -0.685 0.325 -0.5 -0.6 0.1
O 1.018 -0.766 1.399 1.3 -0.6 1.2
O 0.573 -1.264 -0.776 2.1 0.3 -1.2
H -2.746 2.567 0.008 -0.4 1.4 -0.1
H -1.423 -0.283 1.478 -0.8 0.1 0.0
H -0.713 -2.301 0.467 0.2 0.0 0.0
H -1.311 -1.789 -1.076 -0.7 0.2 -0.7
```
Forces are in eV/Å.

The charge is -2. As for the SMILES: O=C([O-])[C@]12OC[C@H](C3=C=C3)[C@@]1([O-])O2. The electronic energy is -683.2295 Ha. As for the frontier orbital gap: 6.6224 eV. The LUMO energy comes out at 6.24 eV.

Charges computed using Löwdin, reported in e: -0.07 -0.18 -0.23 0.01 -0.63 -0.59 -0.21 -0.24 -0.09 -0.07 -0.08 0.02 -0.04 0.04 0.14 0.11 0.10


[2]
Below is a 2-piece molecular cluster, C3H7O2S2 overall, with properties calculated with ωB97M-V/def2-TZVPD.

Structure (XYZ):
```
14
Properties=species:S:1:pos:R:3:forces:R:3
C 1.325 -0.912 -0.086 0.0 -0.2 0.0
C 0.237 1.360 0.297 0.1 0.0 0.0
C 0.229 0.056 -0.460 -0.9 -0.1 0.3
O -1.226 -1.237 1.383 -0.3 0.4 -0.1
O -1.568 -1.872 -0.971 -0.3 0.6 0.1
S -3.155 1.594 -0.145 0.9 -1.7 0.0
S -1.424 -0.777 0.003 0.2 0.8 -0.4
H 2.315 -0.459 -0.182 0.0 0.1 0.0
H 1.178 -1.221 0.950 0.1 0.0 0.0
H 1.277 -1.798 -0.719 0.1 -0.1 0.0
H -0.754 1.812 0.223 0.0 0.2 0.0
H 0.969 2.062 -0.104 0.1 0.0 0.0
H 0.445 1.184 1.350 0.1 0.0 0.1
H 0.153 0.209 -1.537 -0.1 0.0 0.0
```
Forces are in eV/Å.

The charge is -1. The electronic energy is -1065.3388 Ha. As for the frontier orbital gap (alpha / beta): 6.4713 / 6.6540 eV. The LUMO energy (alpha / beta) comes out at 2.35 / 2.54 eV.

Charges computed using natural (NBO), reported in e: -0.63 -0.66 -0.39 -0.99 -0.98 -0.67 1.80 0.19 0.23 0.22 0.27 0.19 0.21 0.21


[3]
Below is a 12-piece molecular cluster, C5H30O14 overall, with properties calculated with ωB97M-V/def2-TZVPD.

Structure (XYZ):
```
49
Properties=species:S:1:pos:R:3:forces:R:3
O 2.090 2.164 2.241 -1.6 0.1 -2.4
C 1.350 2.096 1.183 0.3 -1.0 3.2
O 1.724 2.032 -0.003 1.0 0.1 -0.9
C -0.196 1.883 1.396 -0.5 1.8 -1.2
C -0.937 2.451 0.080 -0.4 -0.1 -2.2
C -2.432 1.866 -0.198 2.3 1.6 -1.3
C -2.311 1.034 -1.513 0.0 -0.4 1.0
O -2.396 -0.316 -1.178 1.1 -1.2 0.6
H -0.444 0.748 1.421 0.9 2.5 0.1
H -0.506 2.558 2.300 0.3 -2.0 -1.3
H -1.051 3.600 -0.066 0.7 -1.7 1.0
H -0.321 2.127 -0.938 -1.2 0.9 3.2
H -3.190 2.667 -0.361 0.6 -0.3 0.4
H -2.731 1.265 0.647 -0.4 0.2 -0.9
H -3.133 1.238 -2.171 -0.6 0.3 -0.5
H -1.358 1.232 -2.087 -0.9 0.1 0.6
H 3.635 -1.454 0.371 0.5 0.5 -0.3
H 2.470 -1.731 1.227 -2.4 0.1 0.3
O 3.385 -1.857 1.199 1.9 -0.7 0.3
H 3.149 -0.308 -2.360 -0.4 -0.6 1.3
H 2.190 -1.373 -1.518 1.2 1.3 -1.8
O 2.388 -0.907 -2.393 -1.0 -1.2 0.3
H 1.878 2.250 -2.036 -0.5 -0.1 -0.6
H 2.268 1.575 -3.397 -1.6 1.4 0.9
O 1.650 2.274 -3.003 1.9 -1.3 -0.1
H -0.932 -1.862 -2.094 0.2 -1.1 -0.8
H -0.390 -2.095 -3.601 -0.8 -0.8 1.9
O -0.731 -2.575 -2.780 0.0 2.0 -2.5
H -4.696 -0.443 1.560 0.5 -0.3 0.7
H -3.983 -0.875 0.178 -1.4 1.4 1.0
O -4.771 -0.394 0.618 0.9 -0.9 -1.8
H 2.888 0.628 -0.108 0.6 0.6 -0.3
H 4.195 1.162 -0.615 1.7 3.5 -0.3
O 3.776 0.379 -0.472 -1.8 -3.6 0.5
H 0.426 -3.648 -2.012 -0.1 -0.3 1.3
H 0.070 -3.043 -0.601 1.1 -2.3 -1.3
O 0.526 -3.901 -1.061 -0.5 1.6 0.8
H -1.458 -0.644 -0.704 -1.3 0.1 -1.1
H 0.407 -1.286 -0.961 0.7 0.7 -0.3
O -0.368 -1.487 -0.461 -0.4 0.1 1.0
H -1.333 -0.130 2.483 0.2 -0.1 -0.7
H -2.621 0.586 1.763 0.9 -0.5 0.2
O -2.210 0.241 2.559 -1.9 -0.2 1.9
H -1.238 -2.032 2.291 0.4 0.0 -0.2
H -0.297 -1.623 1.114 0.0 0.0 -1.1
O -0.329 -1.769 2.080 -0.1 -0.1 1.7
H 1.300 -1.052 3.661 2.3 0.4 3.9
H 2.539 -0.422 3.841 3.6 2.8 -2.7
O 2.064 -0.830 4.478 -6.0 -3.1 -1.2
```
Forces are in eV/Å.

The charge is -2. The electronic energy is -1261.8256 Ha. As for the frontier orbital gap: 7.7813 eV. The LUMO energy comes out at 4.99 eV.

Charges computed using natural (NBO), reported in e: -0.78 0.78 -0.84 -0.53 -0.42 -0.39 -0.05 -0.84 0.22 0.22 0.18 0.23 0.18 0.15 0.14 0.16 0.48 0.47 -0.95 0.49 0.49 -0.99 0.52 0.46 -0.98 0.52 0.46 -1.00 0.47 0.52 -0.99 0.52 0.47 -1.01 0.48 0.50 -1.06 0.50 0.46 -1.17 0.50 0.47 -0.99 0.47 0.51 -1.02 0.49 0.46 -0.95


[4]
Below is one molecule with the formula C6H11NO, with properties calculated with ωB97M-V/def2-TZVPD.

Structure (XYZ):
```
19
Properties=species:S:1:pos:R:3:forces:R:3
C -1.602 0.410 -0.093 -4.9 1.1 -1.1
C -1.423 -1.093 0.114 2.3 -2.0 -2.0
C 1.152 -1.104 0.004 -2.4 5.2 0.0
C 1.078 0.058 1.196 -1.4 -4.4 -1.0
C -0.531 1.478 -0.237 2.8 0.8 -0.5
C 1.648 0.111 -0.871 -4.8 0.0 -0.5
H -2.325 0.733 0.872 1.4 -0.7 -2.9
H -2.126 0.619 -1.192 0.2 -1.0 3.1
H -2.267 -1.908 -0.246 2.1 2.6 0.4
H -1.215 -1.384 1.115 -0.3 0.2 1.1
H 1.803 -1.849 0.091 2.4 -3.6 0.6
H 2.169 -0.001 1.454 -1.2 0.9 0.8
H 0.268 -0.302 2.042 2.2 1.8 -1.9
H -0.795 2.356 0.431 0.3 -1.0 -0.8
H -0.363 1.952 -1.331 -0.8 -1.3 2.4
H 2.675 0.360 -1.007 0.8 0.3 0.5
H 1.111 0.070 -1.889 1.0 0.1 1.3
N 0.829 1.016 0.104 1.8 1.2 -0.1
O -0.086 -1.522 -0.557 -1.8 -0.2 0.5
```
Forces are in eV/Å.

As for the SMILES: C1COC2CN(C1)C2. The electronic energy is -365.0176 Ha. As for the frontier orbital gap: 8.7368 eV. The LUMO energy comes out at 0.93 eV.

Charges computed using natural (NBO), reported in e: -0.48 -0.07 0.11 -0.26 -0.21 -0.25 0.21 0.23 0.22 0.18 0.16 0.21 0.21 0.21 0.21 0.20 0.20 -0.48 -0.58


[5]
Below is C52H45BaFGeN12S as an isolated structure, with properties calculated with ωB97M-V/def2-TZVPD.

Structure (XYZ):
```
113
Properties=species:S:1:pos:R:3:forces:R:3
Ba -0.259 -0.462 0.411 0.0 0.7 -1.0
C 3.584 2.245 5.172 0.0 0.0 0.0
C 2.409 2.920 5.532 0.0 0.0 0.0
C 1.172 2.500 5.073 0.0 0.0 0.0
C 1.137 1.392 4.235 -0.1 0.0 0.0
C 0.039 0.686 3.570 0.0 -0.1 0.0
N -1.244 0.982 3.764 0.1 0.0 0.0
C -2.263 0.363 3.178 0.0 -0.2 -0.2
C -3.643 0.439 3.657 0.0 0.1 0.1
C -4.238 1.129 4.706 0.0 0.0 0.0
C -5.595 0.945 4.910 0.0 0.0 0.0
C -6.339 0.076 4.098 0.0 0.0 0.0
C -5.741 -0.626 3.065 0.0 0.0 0.0
C -4.383 -0.425 2.848 -0.1 -0.1 -0.1
C -3.435 -1.000 1.889 0.0 0.0 0.1
N -3.765 -1.952 1.015 0.1 -0.1 -0.1
C -2.897 -2.718 0.366 0.0 0.0 0.1
N -1.539 -2.706 0.440 0.0 -0.2 0.2
C -1.039 -3.779 -0.216 0.1 0.0 0.1
N 0.216 -4.235 -0.217 -0.2 0.0 0.0
C 1.217 -3.680 0.456 0.1 0.1 0.1
N 1.263 -2.450 1.014 -0.1 -0.2 0.3
C 2.395 -2.322 1.752 -0.1 -0.1 0.0
N 2.739 -1.320 2.545 -0.1 0.2 0.1
C 1.897 -0.382 2.997 0.0 -0.1 0.0
N 0.558 -0.332 2.830 -0.1 0.0 0.2
C 2.309 0.720 3.874 0.1 0.0 0.0
C 3.548 1.135 4.344 0.0 0.0 0.0
C 3.203 -3.539 1.591 0.1 0.1 0.0
C 4.431 -3.924 2.111 0.0 0.0 0.0
C 4.904 -5.182 1.777 0.0 0.0 0.0
C 4.160 -6.042 0.959 0.0 0.0 0.0
C 2.925 -5.662 0.458 0.0 0.0 0.0
C 2.462 -4.394 0.778 -0.1 -0.1 -0.2
C -2.145 -4.502 -0.857 0.1 -0.1 -0.1
C -2.185 -5.629 -1.666 0.0 0.0 0.0
C -3.426 -6.062 -2.106 0.0 0.0 0.0
C -4.601 -5.396 -1.731 0.0 0.0 0.0
C -4.560 -4.282 -0.908 0.0 0.0 0.0
C -3.313 -3.839 -0.485 -0.1 0.0 0.0
N -2.217 -0.464 2.099 0.1 -0.2 0.3
H 4.535 2.597 5.552 0.0 0.0 0.0
H 2.473 3.782 6.184 0.0 0.0 0.0
H 0.259 3.008 5.356 0.0 0.0 0.0
H -3.654 1.784 5.339 0.0 0.0 0.0
H -6.091 1.474 5.713 0.0 0.0 0.0
H -7.396 -0.052 4.290 0.0 0.0 0.0
H -6.304 -1.311 2.445 0.0 0.0 0.0
H 4.450 0.605 4.068 0.0 0.0 0.0
H 4.991 -3.260 2.756 0.0 0.0 0.0
H 5.862 -5.512 2.158 0.0 0.0 0.0
H 4.555 -7.022 0.723 0.0 0.0 0.0
H 2.335 -6.326 -0.160 0.0 0.0 0.0
H -1.274 -6.147 -1.939 0.0 0.0 0.0
H -3.493 -6.934 -2.745 0.0 0.0 0.0
H -5.555 -5.765 -2.085 0.0 0.0 0.0
H -5.462 -3.769 -0.601 0.0 0.0 0.0
Ge 2.256 -0.169 -2.969 -0.1 -0.2 0.1
C 3.997 0.582 -2.718 0.2 0.1 0.1
C 4.858 -0.017 -1.798 0.0 0.1 0.0
C 6.095 0.550 -1.525 0.0 0.0 0.0
C 6.479 1.716 -2.172 0.0 0.0 0.0
C 5.634 2.315 -3.096 0.0 0.0 0.0
C 4.396 1.750 -3.368 0.0 0.0 0.0
C 1.215 0.368 -4.483 -0.1 0.1 -0.1
C 0.644 -0.599 -5.310 0.0 0.0 0.0
C -0.183 -0.225 -6.362 0.0 0.0 0.0
C -0.453 1.116 -6.585 0.0 0.0 0.0
C 0.109 2.088 -5.767 0.0 0.0 0.0
C 0.942 1.716 -4.725 0.0 -0.1 0.0
H 2.191 -1.680 -2.700 0.0 0.1 0.0
H 4.568 -0.927 -1.284 0.0 0.0 0.0
H 6.757 0.083 -0.808 0.0 0.0 0.0
H 7.443 2.158 -1.958 0.0 0.0 0.0
H 5.939 3.220 -3.604 0.0 0.0 0.0
H 3.746 2.220 -4.098 0.0 0.0 0.0
H 0.840 -1.652 -5.135 0.0 0.0 0.0
H -0.622 -0.982 -7.000 0.0 0.0 0.0
H -1.106 1.407 -7.399 0.0 0.0 0.0
H -0.106 3.134 -5.939 0.0 0.0 0.0
H 1.365 2.487 -4.089 0.0 0.0 0.0
C -2.826 -1.572 -3.340 0.0 0.0 0.0
S -2.161 -0.140 -2.473 0.0 0.1 0.0
C -3.647 0.387 -1.592 0.0 0.1 0.0
H -3.271 -2.275 -2.636 0.0 0.0 0.0
H -1.996 -2.056 -3.849 0.0 0.0 0.0
H -3.562 -1.261 -4.081 0.0 0.0 0.0
H -4.366 0.833 -2.279 0.0 0.0 0.0
H -3.353 1.139 -0.857 0.0 0.0 0.0
H -4.100 -0.449 -1.060 0.0 0.0 0.0
F 1.327 0.523 -1.595 0.1 0.0 0.0
C -0.696 3.052 -1.206 0.0 0.0 0.0
N -0.512 2.556 0.170 0.0 0.0 0.1
C 0.847 2.941 0.612 0.0 0.0 0.0
N 1.059 4.384 0.552 0.0 0.0 0.0
C 0.838 4.819 -0.829 0.0 0.0 0.0
N -0.512 4.498 -1.306 0.0 0.0 0.0
C -1.476 5.140 -0.405 0.0 0.0 0.0
N -1.314 4.708 0.984 0.0 0.0 0.0
C -1.479 3.256 1.040 0.0 0.0 0.0
C 0.054 5.027 1.407 0.0 0.0 0.0
H -1.707 2.799 -1.539 0.0 0.0 0.0
H 0.018 2.545 -1.857 0.0 0.0 0.0
H 1.580 2.444 -0.028 0.0 0.0 0.0
H 0.989 2.607 1.645 0.0 0.0 0.0
H 1.570 4.329 -1.475 0.0 0.0 0.0
H 0.986 5.899 -0.888 0.0 0.0 0.0
H -2.488 4.897 -0.738 0.0 0.0 0.0
H -1.342 6.222 -0.458 0.0 0.0 0.0
H -2.492 2.998 0.720 0.0 0.0 0.0
H -1.343 2.916 2.068 0.0 0.0 0.0
H 0.198 4.689 2.435 0.0 0.0 0.0
H 0.196 6.108 1.367 0.0 0.0 0.0
```
Forces are in eV/Å.

The electronic energy is -5266.2926 Ha. As for the frontier orbital gap (alpha / beta): 4.8426 / 4.8271 eV. The LUMO energy (alpha / beta) comes out at -0.94 / -0.94 eV.

Atom charges from the Löwdin analysis, given in e for atoms 1 to 99: 1.83 -0.08 -0.08 -0.02 -0.13 -0.32 0.19 -0.31 -0.11 -0.02 -0.09 -0.09 -0.02 -0.11 -0.30 0.19 -0.32 -0.04 -0.30 0.19 -0.30 -0.04 -0.30 0.19 -0.31 -0.05 -0.11 -0.02 -0.11 -0.02 -0.08 -0.08 -0.02 -0.11 -0.12 -0.02 -0.08 -0.08 -0.02 -0.13 -0.03 0.10 0.10 0.11 0.11 0.10 0.10 0.11 0.11 0.11 0.10 0.10 0.11 0.11 0.10 0.10 0.11 0.96 -0.31 -0.11 -0.07 -0.08 -0.08 -0.10 -0.32 -0.12 -0.08 -0.08 -0.07 -0.11 0.02 0.10 0.11 0.11 0.10 0.09 0.10 0.11 0.11 0.11 0.09 -0.38 0.69 -0.39 0.02 0.03 0.04 0.04 0.02 0.03 -0.46 -0.19 -0.16 -0.18 -0.08 -0.17 -0.08 -0.17 -0.08


[6]
Below is C34H28BF2N2O4PPdS as an isolated structure, with properties calculated with ωB97M-V/def2-TZVPD.

Structure (XYZ):
```
74
Properties=species:S:1:pos:R:3:forces:R:3
Pd -0.249 -0.743 0.004 0.5 -2.5 -1.7
O 0.096 -2.909 0.044 0.1 2.4 -0.2
C -0.766 -3.494 0.809 -0.3 -0.6 1.6
C -1.641 -4.481 0.301 0.2 0.3 -0.1
C -2.423 -5.247 1.136 0.2 0.2 0.2
C -2.341 -5.076 2.516 -0.1 -0.3 0.1
C -1.524 -4.102 3.051 0.0 0.5 -0.2
C -0.780 -3.245 2.231 -0.5 -1.1 -1.0
C -0.057 -2.132 2.772 0.6 0.8 0.4
N 0.374 -1.038 2.132 -0.4 0.1 0.0
C 0.909 -0.201 3.069 0.1 0.2 0.3
C 0.832 -0.773 4.296 0.1 0.2 0.0
N 0.221 -1.984 4.101 0.0 -0.2 -0.5
H -1.664 -4.606 -0.773 0.0 0.0 0.0
H -3.105 -5.979 0.726 0.0 0.0 -0.1
H -2.936 -5.695 3.175 0.0 0.0 0.0
H -1.508 -3.972 4.127 -0.1 0.0 0.0
H 1.299 0.767 2.807 0.0 0.0 0.0
H 1.132 -0.420 5.266 0.0 0.0 0.0
H 0.070 -2.687 4.802 0.0 0.0 0.0
O -1.473 -1.443 -1.802 0.3 0.4 0.2
S -2.755 -1.282 -1.060 -1.1 -0.7 1.3
O -3.696 -2.350 -1.239 0.0 0.1 -0.5
O -2.477 -0.978 0.359 -1.1 0.0 -0.6
C -3.442 0.202 -1.749 0.6 0.1 -0.2
C -4.740 0.269 -2.212 -0.2 -0.2 0.0
C -5.170 1.399 -2.890 0.2 0.1 0.0
C -4.273 2.432 -3.143 -0.2 0.0 -0.1
C -2.978 2.369 -2.665 0.3 -0.3 0.2
C -2.550 1.260 -1.931 -0.6 0.0 0.0
P -0.919 1.277 -1.128 0.7 0.4 1.1
C -1.053 2.637 0.079 -0.1 0.2 0.0
C -1.264 3.982 -0.231 0.1 -0.2 0.0
C -1.289 4.932 0.776 0.0 0.2 0.0
C -1.117 4.564 2.102 -0.1 -0.2 0.0
C -1.002 3.218 2.426 0.0 0.3 0.1
C -0.982 2.265 1.424 0.0 -0.1 -0.3
C 0.129 1.759 -2.543 0.0 -0.2 0.1
C 0.758 2.989 -2.707 0.0 -0.1 0.2
C 1.477 3.244 -3.866 0.1 0.1 0.0
C 1.585 2.277 -4.852 0.0 0.0 0.0
C 0.981 1.038 -4.681 0.1 0.1 0.0
C 0.251 0.781 -3.534 -0.1 -0.1 0.1
H -5.393 -0.578 -2.047 0.0 0.0 0.0
H -6.186 1.464 -3.253 0.0 0.0 0.0
H -4.584 3.290 -3.724 0.0 0.0 0.0
H -2.274 3.163 -2.880 -0.1 0.1 0.0
H -1.422 4.293 -1.254 0.1 0.0 0.0
H -1.434 5.974 0.522 0.0 0.0 0.0
H -1.103 5.315 2.879 0.0 0.0 0.0
H -0.926 2.920 3.463 0.0 -0.1 0.0
H -0.938 1.211 1.673 0.1 0.1 0.0
H 0.706 3.732 -1.922 0.0 0.0 0.0
H 1.963 4.203 -3.994 0.0 0.0 0.0
H 2.151 2.483 -5.751 0.0 0.0 0.0
H 1.085 0.277 -5.443 0.0 0.0 0.0
H -0.236 -0.178 -3.393 0.0 0.0 0.0
C 2.775 -0.780 -0.615 -0.6 -0.1 0.1
C 3.716 -1.149 0.515 0.1 0.1 0.0
C 4.428 -2.344 0.478 0.0 0.0 0.0
C 5.319 -2.670 1.489 0.0 -0.1 0.0
C 5.506 -1.817 2.566 0.0 0.0 0.0
C 4.800 -0.624 2.615 0.0 0.0 0.0
C 3.925 -0.291 1.594 0.0 -0.1 0.0
H 1.707 -1.020 -0.300 1.3 0.2 -0.3
H 2.982 -1.409 -1.480 0.0 0.1 -0.1
H 4.286 -3.030 -0.347 0.0 0.0 0.0
H 5.876 -3.596 1.430 0.0 0.0 0.0
H 6.199 -2.076 3.355 0.0 0.0 0.0
H 4.938 0.055 3.447 0.0 0.0 0.0
H 3.402 0.655 1.633 0.0 0.0 0.1
F 3.749 1.335 -1.717 0.0 -0.1 -0.2
B 2.886 0.758 -0.900 -0.1 -0.1 0.4
F 2.158 1.609 -0.162 0.0 0.1 -0.1
```
Forces are in eV/Å.

The electronic energy is -2815.0305 Ha. As for the frontier orbital gap (alpha / beta): 5.8622 / 5.7703 eV. The LUMO energy (alpha / beta) comes out at -1.38 / -1.45 eV.

Charges computed using Löwdin, reported in e: 0.78 -0.12 -0.38 -0.01 -0.07 -0.10 -0.05 -0.09 -0.24 0.05 -0.15 -0.08 0.12 0.12 0.11 0.10 0.10 0.10 0.11 0.15 -0.39 0.47 -0.28 -0.38 -0.26 -0.04 -0.05 -0.06 -0.07 -0.30 1.09 -0.32 -0.09 -0.08 -0.07 -0.07 -0.10 -0.35 -0.09 -0.07 -0.07 -0.06 -0.08 0.12 0.11 0.11 0.10 0.09 0.11 0.10 0.11 0.06 0.10 0.11 0.11 0.11 0.10 -0.03 -0.22 -0.03 -0.08 -0.10 -0.08 -0.06 0.05 0.12 0.12 0.10 0.10 0.10 0.10 0.25 -0.68 0.19